# 1
Molecular formula: C4H8O2
Method: DFT, wB97M-V/def2-TZVPD

charge = 0
LUMO level = 0.94 eV

Each line ends with the Mulliken charge.
Atoms and positions in Å:
C (1.430, 0.353, -0.732)  -1.42
C (0.141, -0.120, -0.112)  1.26
C (-0.273, 0.536, 1.211)  -0.60
O (-1.529, 0.064, 1.644)  -0.55
C (-0.887, -0.649, -0.988)  -0.69
O (-0.174, -1.523, -0.101)  -0.53
H (2.248, 0.427, -0.014)  0.34
H (1.218, 1.346, -1.149)  0.31
H (1.722, -0.291, -1.571)  0.38
H (-0.355, 1.619, 1.073)  0.31
H (0.492, 0.366, 1.992)  0.28
H (-1.484, -0.900, 1.546)  0.34
H (-0.624, -0.800, -2.036)  0.32
H (-1.925, -0.429, -0.762)  0.25

=====

# 2
Molecular formula: C4H8O2
Method: DFT, wB97M-V/def2-TZVPD

charge = 0
LUMO level = 0.96 eV

Each line ends with the Mulliken charge.
Atoms and positions in Å:
O (-0.431, 1.692, -0.829)  -0.55
C (0.047, 0.366, -0.947)  0.06
C (1.138, 0.076, 0.091)  -0.59
C (0.278, -0.292, 1.343)  -0.45
O (-1.075, -0.464, 0.878)  -0.43
C (-0.997, -0.630, -0.532)  -0.64
H (-1.066, 1.687, -0.098)  0.36
H (0.258, 0.149, -1.997)  0.40
H (1.787, 0.944, 0.243)  0.29
H (1.765, -0.762, -0.235)  0.28
H (0.282, 0.495, 2.108)  0.27
H (0.614, -1.217, 1.832)  0.30
H (-0.656, -1.637, -0.825)  0.33
H (-1.944, -0.407, -1.033)  0.35

=====

# 3
Molecular formula: C4H8O2
Method: DFT, wB97M-V/def2-TZVPD

charge = 0
LUMO level = 0.88 eV

Each line ends with the Mulliken charge.
Atoms and positions in Å:
C (1.478, -0.109, 0.002)  -1.39
C (0.039, -0.307, -0.420)  0.96
O (-0.137, -0.920, -1.662)  -0.50
C (-0.903, -0.667, 0.653)  -0.97
C (-0.900, 0.794, -0.156)  -0.30
O (-0.360, 1.858, 0.586)  -0.48
H (1.953, -1.092, 0.101)  0.40
H (1.559, 0.404, 0.964)  0.31
H (2.018, 0.467, -0.750)  0.31
H (0.231, -1.806, -1.578)  0.36
H (-1.690, -1.398, 0.406)  0.32
H (-0.653, -0.584, 1.700)  0.32
H (-1.941, 0.564, -0.120)  0.37
H (-0.737, 2.703, 0.330)  0.31

=====

| no. | HOMO level (eV) | HOMO-LUMO gap (eV) |
| --- | --- | --- |
| 1 | -10.2617 | 11.2 |
| 2 | -9.8647 | 10.8 |
| 3 | -8.6350 | 9.5 |